1.
19
Properties=species:S:1:pos:R:3 method="wB97M-V/def2-TZVPD" spin_multiplicity=3 s2=2.05 e_homo_ev="-7.4 / -9.8" orbital_gap_ev="8.122 / 5.932"
C -0.65 -1.00 2.49
C 2.48 0.25 -0.99
C 2.04 1.41 -0.34
C 1.70 -0.96 -0.90
C 0.78 1.44 0.07
C 0.33 -0.87 -0.58
C -0.18 0.38 -0.06
C -2.64 -0.46 -0.14
C -1.55 0.45 0.21
N -0.14 -1.79 3.13
Cl -2.18 1.80 1.08
H 3.62 0.16 -1.42
H 2.71 2.41 -0.30
H 2.09 -1.98 -1.19
H 0.50 2.50 0.37
H -0.26 -1.71 -0.82
H -2.30 -1.47 -0.37
H -3.29 -0.63 0.71
H -3.05 0.06 -0.95

2.
13
Properties=species:S:1:pos:R:3 method="wB97M-V/def2-TZVPD" e_homo_ev=-8.9 orbital_gap_ev=9.810
C -2.03 0.01 0.33
C -0.71 -0.25 -0.52
N 0.42 0.01 0.33
Si 2.23 0.02 -0.01
H -1.94 -0.03 1.41
H -2.31 1.03 0.11
H -2.77 -0.71 0.04
H -0.53 -1.26 -0.94
H -0.73 0.35 -1.46
H 0.11 1.24 0.90
H 3.13 -0.64 1.07
H 2.94 1.22 -0.14
H 2.20 -0.98 -1.12

3.
47
Properties=species:S:1:pos:R:3 method="wB97M-V/def2-TZVPD" e_homo_ev=-12.1 total_charge=+1 orbital_gap_ev=9.412
C 0.41 -0.75 1.78
C -0.56 0.13 0.97
N -0.07 1.50 0.63
O 1.31 1.54 0.36
C -0.85 2.14 -0.48
C -1.06 1.31 -1.75
C 0.22 0.88 -2.49
C 0.15 1.07 -4.02
N 0.91 2.24 -4.47
C 0.48 3.45 -3.91
C -0.85 3.97 -4.39
O 1.17 4.06 -3.12
P -0.35 2.62 2.17
O 0.86 2.12 3.07
O 0.28 3.91 1.41
H -0.14 -1.23 2.59
H 1.23 -0.20 2.22
H 0.82 -1.53 1.14
H -1.49 0.29 1.53
H -0.84 -0.38 0.05
H 1.52 0.74 -0.16
H -1.83 2.40 -0.04
H -0.33 3.07 -0.72
H -1.64 1.97 -2.41
H -1.70 0.45 -1.54
H 0.41 -0.18 -2.29
H 1.08 1.46 -2.13
H -0.88 1.16 -4.35
H 0.56 0.19 -4.52
H 1.89 2.13 -4.22
H -0.71 4.44 -5.36
H -1.20 4.72 -3.68
H -1.59 3.18 -4.49
H 1.76 2.28 2.73
H 0.80 4.47 2.01
C -0.81 -4.60 4.24
C 0.02 -5.68 3.55
C 0.97 -5.11 2.49
C 0.24 -4.43 1.42
N -0.37 -3.89 0.60
H -1.46 -4.09 3.53
H -1.44 -5.04 5.01
H -0.17 -3.86 4.72
H -0.63 -6.42 3.09
H 0.62 -6.21 4.29
H 1.57 -5.90 2.03
H 1.66 -4.40 2.94

Looking at energy relative to the best compared isomer or geometry (same formula, charge and spin) for the records above, in order, we have 18.6, 74.1, 0.0 kcal/mol.